Record 1
Computed, not measured: 3 unconnected molecules or ions with the total composition C3H13N3O at a distorted geometry, with wB97M-V/def2-TZVPD.

CARTESIAN COORDINATES (ANGSTROEM)
H: -1.13902 0.18616 -2.13398
H: -2.17203 1.82637 -0.64867
H: 1.64848 1.54154 -0.06238
H: -1.69482 -0.45781 1.38949
C: -0.18200 0.40156 -1.65634
N: 1.13569 -1.80145 1.15187
H: 0.33308 1.15642 -2.25626
H: 1.72724 -2.26417 1.84360
H: -1.78965 -1.19169 -0.07661
H: 1.24140 0.05605 0.83802
H: 0.43457 -0.49515 -1.60844
N: -1.16659 -0.70308 0.55781
H: 1.53206 -2.89810 -0.43215
C: 0.85989 1.09145 0.54082
H: -0.21904 -1.35288 0.90542
C: -0.37123 0.94130 -0.26336
O: 1.81744 -2.02410 -0.13858
H: -1.39371 2.38540 0.74673
H: 0.69646 1.65665 1.45924
N: -1.29824 1.94554 -0.15624

Results
* charge: 0
* E_tot: -361.45852 Eh
* energy relative to the best compared isomer or geometry (same formula, charge and spin): 435.7 kJ/mol
* 2S+1: 1
* Kohn-Sham gap: 7.29 eV

***

Record 2
Computed, not measured: a molecular structure, C13H14IN3ReS at a distorted geometry, with wB97M-V/def2-TZVPD.

CARTESIAN COORDINATES (ANGSTROEM)
C: 0.01532 0.79955 3.96057
H: -0.07678 1.76477 3.42310
C: -2.38945 -1.07378 -0.90257
Re: 0.14843 -0.66167 0.28670
H: -0.79206 0.30973 -4.19702
H: 2.86692 0.44514 0.73255
C: 0.73699 -2.38793 3.28832
C: -3.18101 -0.98402 -2.04645
C: -1.27903 0.25420 3.85151
C: 2.98475 1.21803 -2.62534
N: 1.46480 -0.00318 -0.75525
H: 0.70541 0.18205 3.26861
C: 2.64924 0.54334 -0.33396
C: -2.61699 -0.51217 -3.23077
C: -1.27158 -0.08115 -3.30843
H: 1.24306 0.93191 -3.97879
H: 3.62688 1.62930 -3.40381
H: 0.36454 0.79377 4.98097
H: -3.21283 -0.46558 -4.14319
H: -1.65971 -0.10484 4.77545
H: -1.82656 1.07206 3.31417
C: -0.47127 -0.19346 -2.16971
I: -0.82423 2.00490 0.41768
C: 0.87424 0.23185 -2.02696
H: -1.21715 -0.57630 3.04084
S: 0.66415 -2.44373 1.57723
N: -1.06131 -0.84990 -1.05383
H: -4.22428 -1.32129 -1.99328
H: 4.49072 1.38740 -1.04912
C: 3.47613 1.09707 -1.32907
H: -2.71320 -1.36844 0.10101
C: 1.68433 0.82727 -2.97293
N: 0.82155 -2.46492 4.50176

Results
* charge: +2
* E_tot: -1441.39818 Eh
* energy relative to the best compared isomer or geometry (same formula, charge and spin): 0.0 kJ/mol
* 2S+1: 4
* Kohn-Sham gap (alpha / beta): 6.30 / 6.26 eV

***

Record 3
Computed, not measured: a molecular structure, C14H34Br4FN2O2V at a distorted geometry, with wB97M-V/def2-TZVPD.

CARTESIAN COORDINATES (ANGSTROEM)
H: 1.00304 0.58084 -0.74289
C: 3.47802 -1.72248 4.64000
C: 2.99200 -1.06457 1.28541
F: 1.00065 3.48242 -1.28199
C: -2.76265 -0.65403 -0.72424
H: -3.50547 -1.45091 -0.76032
H: -5.49972 1.42721 -4.63734
H: 3.98605 0.86407 4.85560
N: 2.69412 -0.61054 3.93938
H: -1.46110 -2.73150 -0.98541
H: 4.42818 -2.00740 4.18821
H: 2.85767 -2.61871 4.64570
C: 0.14446 -0.08944 -0.70186
C: -3.35417 0.01153 -3.62246
H: 1.51422 -1.96285 2.60971
Br: 0.26329 6.55501 0.40180
H: -0.29111 0.21480 0.24988
H: -4.27062 -1.02645 -5.37272
H: 0.38587 -2.04089 0.18811
V: 0.58383 3.95350 0.86343
Br: 0.19360 4.04833 3.74611
H: 1.91072 -0.31297 5.78489
H: 3.13380 -0.12779 0.74650
C: 1.47200 -0.32426 4.78715
H: 4.35540 0.53407 3.10632
O: 4.23168 -1.66000 1.65367
H: -3.31887 0.28186 -0.77735
C: 2.02207 -0.99902 2.57438
H: 0.75216 -1.14152 4.83224
H: -0.00130 0.15488 -2.69498
C: -3.91852 -0.03227 -5.09753
H: 3.66975 -1.46308 5.68118
H: 1.29048 -0.22201 2.35271
H: 2.57949 -1.70389 0.50491
N: -1.77097 -0.83792 -1.89137
Br: 3.46950 4.30205 1.35697
H: -0.68394 -2.73684 -2.44810
H: -1.46691 -0.96842 -3.93393
O: 0.75676 2.34381 1.04281
H: -2.84991 -2.01228 -3.36517
H: -2.89440 0.99563 -3.53161
H: -5.37489 1.09094 -6.25868
Br: -2.21085 3.18582 0.34148
H: -4.11795 2.15318 -5.37840
H: -4.14207 0.00322 -2.86931
H: 4.72063 -1.82289 0.84373
H: 2.93748 1.41979 3.41487
H: -3.02088 0.03815 -5.71184
H: 1.26826 -1.81290 -1.37553
H: 0.92522 0.54892 4.43119
H: -2.16251 -0.86038 0.16195
H: -1.17810 1.30529 -1.90364
C: 3.58193 0.66370 3.86332
C: 0.36896 -1.58674 -0.80262
C: -2.34440 -1.04934 -3.29240
C: -0.75550 0.30071 -1.92167
C: -0.88120 -2.05905 -1.61757
C: -4.73327 1.25358 -5.39267

Results
* charge: -2
* E_tot: -12153.69671 Eh
* 2S+1: 3
* Kohn-Sham gap (alpha / beta): 2.24 / 5.56 eV

***

Record 4
Computed, not measured: a molecular structure, C24H46Cl3MnN2O4Si at a distorted geometry, with wB97M-V/def2-TZVPD.

CARTESIAN COORDINATES (ANGSTROEM)
C: -1.60400 -1.28000 3.83394
H: -2.02848 3.09554 -2.93912
H: -3.63893 -2.62821 -0.15519
H: -0.67118 -4.66985 2.21978
C: 0.01689 3.88490 3.44496
N: 0.24685 5.18651 3.17964
H: -1.93736 -2.01878 3.09819
C: -1.70818 0.76026 -4.40670
C: -0.56486 -3.18886 -3.01854
C: -0.93255 -3.91424 1.46983
H: 2.30798 -0.38921 -2.63157
H: 3.10077 -0.17106 4.60341
C: 2.34430 0.16266 3.88069
H: -0.99763 -1.76851 4.60609
O: 0.77108 2.88883 3.13336
H: 3.35208 0.49971 -1.38507
H: 4.02022 -0.78166 -2.46121
Cl: 0.94826 4.20212 0.01071
C: 3.13128 -0.43629 -1.92107
H: -0.13881 -4.13800 -4.86950
C: -1.58712 -2.35775 -3.12738
H: 1.80002 1.01389 4.31287
H: -0.61904 0.64932 3.81560
H: -3.35754 -1.59167 -4.03523
C: 1.39309 -0.98948 3.62518
C: 2.81084 -0.88353 0.42899
C: -1.59843 2.55867 -2.09539
H: -1.93307 -1.42200 -5.09591
C: -0.54587 -4.39485 -3.88471
C: -1.58360 -2.08575 -0.64522
H: 2.92188 -3.29762 -0.29195
Si: -0.75613 1.03679 -2.87150
H: 2.62758 -1.69508 1.13255
O: 0.43052 -0.68812 2.59285
H: 1.73164 6.27263 2.20217
H: -2.69499 0.34628 -4.19090
C: -0.28427 -2.21252 -0.13084
H: 1.95421 -1.86580 3.26779
N: 2.77687 -1.34539 -0.86732
H: 1.86372 1.39173 -2.50178
H: -2.51467 -3.02548 -4.82429
H: 3.85092 -2.90475 -1.77716
C: -2.39481 -2.05748 -4.33754
H: 0.97079 2.84045 -2.63396
Mn: 0.00473 2.74678 1.35183
H: -0.94938 3.69216 3.91067
H: 0.46068 -1.60694 -0.60267
H: 0.12504 -5.08989 -3.40049
H: -3.04680 -4.33159 1.52987
C: -2.60478 -2.78337 0.06789
C: -0.82504 -0.19706 3.13065
H: -1.73169 5.57552 2.64895
H: 0.88197 -1.24713 4.57248
H: 2.21800 4.75006 3.01951
C: -2.26828 -3.71744 1.07461
H: -2.46807 -0.82188 4.32518
Cl: 0.04475 0.90187 0.20078
H: 2.82578 0.47423 2.94046
H: 2.11062 -3.04040 -1.86502
H: -1.16930 6.50938 4.07076
H: 1.16819 1.87047 -4.10787
H: -2.35870 2.46819 -1.32807
C: 1.60035 5.64916 3.09978
H: -2.76070 -0.91165 -2.11222
Cl: -2.21861 2.94754 1.58211
H: 1.09080 -3.20971 1.19447
H: -0.59568 6.97180 2.47353
H: -1.56746 -4.83100 -3.96862
O: 3.03990 0.26087 0.76453
H: -1.38232 0.21300 2.27411
H: 0.28118 -3.16339 -2.30967
C: 0.99483 1.83205 -3.02962
H: -0.83196 3.17698 -1.68072
C: -0.88071 6.11202 3.08906
H: -1.87299 1.63966 -5.01061
C: 2.92587 -2.74065 -1.22446
C: -1.77917 -1.40705 -1.96067
H: -0.98626 0.11123 -4.92082
H: 1.88335 6.26173 3.95533
C: 0.04828 -3.09897 0.89429
O: -0.68665 -0.55494 -2.40888

Results
* charge: 0
* E_tot: -4173.62662 Eh
* energy relative to the best compared isomer or geometry (same formula, charge and spin): 434.2 kJ/mol
* 2S+1: 5
* Kohn-Sham gap (alpha / beta): 4.92 / 7.06 eV

***

Record 5
Computed, not measured: a molecular structure, C22H23BCrN6O4, with wB97M-V/def2-TZVPD.

CARTESIAN COORDINATES (ANGSTROEM)
N: 1.32925 -2.10650 -0.82919
C: -2.34146 -1.33920 2.75821
H: 0.80399 4.54320 -4.42020
C: -3.42365 -0.70716 3.40159
H: 3.27948 2.98497 -2.86942
H: -2.28700 -4.18097 4.63865
C: 0.68959 2.74844 -3.27433
C: 2.72532 -3.59255 -0.02261
H: 0.55694 2.18805 1.05828
N: 2.50522 -2.28528 -0.19629
C: 2.78715 2.21506 1.29131
C: 1.65777 -4.29887 -0.54990
H: 4.13124 -0.96085 -1.06978
C: -4.07254 -1.31185 4.45931
C: -0.78015 4.62048 -2.93586
O: 0.54722 0.80380 -1.98844
H: 1.51141 -5.36557 -0.55796
H: 4.71699 1.10285 1.03120
Cr: 0.03474 -0.46008 -0.53553
C: 2.89804 2.01176 -3.20605
H: 4.35519 -1.56866 0.82958
C: 3.64407 1.18030 0.96359
C: 0.28482 4.03363 -3.61613
C: -1.63276 -0.74127 1.63670
H: -0.17613 -3.36614 -1.48528
C: -1.95130 -2.60447 3.23217
H: -2.50728 2.51639 0.00977
N: 2.92359 0.15388 0.49656
H: -3.73347 0.26402 3.03952
C: -1.39294 3.92151 -1.91154
C: -2.61953 -1.23813 -1.61959
H: 3.03656 3.18427 1.68773
C: 1.52207 1.71625 0.97865
H: 3.64903 1.52899 -3.83387
O: 1.73298 2.17608 -3.99487
O: -1.24755 -1.37499 -1.62815
N: -2.05171 0.42713 1.18913
H: -3.08765 -1.65971 -0.71151
N: 1.61868 0.47631 0.50409
O: -0.61556 -1.39134 1.11809
H: -2.95346 -0.18996 -1.68505
B: 3.56836 -1.17714 -0.01189
H: -3.06126 -1.76576 -2.48325
C: -1.65516 2.00358 -0.43122
N: -1.31422 0.83841 0.13643
C: 0.80081 -3.30887 -1.03494
H: -1.11664 5.61819 -3.19668
H: -4.90520 -0.80286 4.93507
C: -0.98505 2.62465 -1.52053
H: 3.62516 -3.93266 0.46265
C: -2.60929 -3.20322 4.29422
H: -2.21834 4.37401 -1.36926
H: -4.18813 -3.03911 5.75617
C: -3.67636 -2.56939 4.92402
H: 2.69804 1.38273 -2.33590
H: -1.12315 -3.09328 2.73607
C: 0.09326 1.99688 -2.24353

Results
* charge: -2
* E_tot: -2551.08254 Eh
* energy relative to the best compared isomer or geometry (same formula, charge and spin): 0.0 kJ/mol
* 2S+1: 5
* Kohn-Sham gap (alpha / beta): 3.47 / 6.11 eV

***

Record 6
Computed, not measured: 2 unconnected molecules or ions with the total composition C2H3FS at a distorted geometry, with wB97M-V/def2-TZVPD.

CARTESIAN COORDINATES (ANGSTROEM)
S: 1.24847 -0.99373 -0.12280
H: -0.43211 -0.17750 1.48432
C: -0.40451 -0.53302 0.51300
C: 0.33148 0.44721 -0.34082
H: -0.40066 0.54826 -1.60900
F: 0.94315 1.61258 0.08313
H: -1.28584 -0.90380 -0.00784

Results
* charge: 0
* E_tot: -575.96329 Eh
* energy relative to the best compared isomer or geometry (same formula, charge and spin): 169.8 kJ/mol
* 2S+1: 1
* Kohn-Sham gap: 10.26 eV